No. 1
ORCA calculation (the ωB97M-V functional and the def2-TZVPD basis) on a structure of composition C41H47IrN4O6Si.

Properties
Energy relative to the best compared isomer or geometry (same formula, charge and spin) ... 0.00 kJ/mol
Max |F| ... 0.489 eV Å⁻¹

```
! RIJCOSX wB97M-V def2-TZVPD def2/J DEFGRID3
* xyz 1 2
Ir -1.2440 1.5422 0.5086
N -3.2636 1.9824 0.0357
C -3.9773 2.9345 0.9322
C -3.2319 4.2507 1.0379
C -1.9852 4.1631 1.9056
O -1.7781 4.9537 2.7905
O -1.1315 3.2021 1.6112
H -3.3386 2.3101 -0.9268
H -3.7508 1.0893 0.0665
H -4.0632 2.4541 1.9067
H -4.9829 3.0930 0.5410
H -3.8809 5.0073 1.4728
H -2.9443 4.5986 0.0394
C 1.7625 -4.3646 -3.1399
O 0.6964 -3.6142 -2.5663
C -0.3598 -4.3013 -2.0600
C -0.4971 -5.6794 -2.0681
C -1.6318 -6.2633 -1.5151
C -2.6311 -5.4794 -0.9687
C -2.5039 -4.0957 -0.9704
C -1.3684 -3.5048 -1.4989
N -1.1658 -2.1042 -1.5545
C -1.4739 -1.1921 -0.6105
N -1.7386 -1.6424 0.6151
C -2.0761 -0.9501 1.8025
C -1.9327 0.4163 1.9950
C -2.1998 0.9378 3.2659
C -2.6038 0.1108 4.2953
C -2.7515 -1.2600 4.1009
C -2.4841 -1.7902 2.8556
O -2.5581 -3.1110 2.5307
C -2.8440 -4.0336 3.5769
N -1.4484 0.1120 -0.8777
C -1.4570 0.6276 -2.2139
C -2.1464 0.0365 -3.2669
C -2.1409 0.6122 -4.5309
C -1.4708 1.8024 -4.7473
C -0.8253 2.4418 -3.6962
C -0.8284 1.8640 -2.4410
O -0.2630 2.4527 -1.3365
C 0.3495 3.7455 -1.4419
H 2.4938 -3.6360 -3.4770
H 1.4121 -4.9540 -3.9888
H 2.2194 -5.0184 -2.3953
H 0.2740 -6.3038 -2.4942
H -1.7274 -7.3403 -1.5206
H -3.5194 -5.9331 -0.5521
H -3.3003 -3.4836 -0.5662
H -0.6186 -1.7686 -2.3353
H -1.6451 -2.6423 0.7498
H -2.0475 1.9906 3.4566
H -2.7956 0.5297 5.2742
H -3.0598 -1.8941 4.9185
H -2.8068 -5.0197 3.1244
H -3.8389 -3.8568 3.9884
H -2.0967 -3.9636 4.3689
H -2.6928 -0.8821 -3.1028
H -2.6745 0.1299 -5.3382
H -1.4633 2.2551 -5.7291
H -0.3251 3.3848 -3.8613
H 0.7839 3.9405 -0.4645
H -0.3994 4.5014 -1.6840
H 1.1328 3.7171 -2.1967
C 4.0943 -0.9585 1.6685
C 2.5782 -0.7313 1.7148
C 1.8692 -1.9958 1.2182
C 2.1418 -0.4598 3.1618
Si 2.1373 0.8008 0.7082
O 0.5461 1.1458 0.9566
C 3.0452 2.3107 1.3281
C 4.4160 2.5034 1.1275
C 5.0576 3.6369 1.6042
C 4.3361 4.6037 2.2924
C 2.9758 4.4324 2.5019
C 2.3365 3.2952 2.0247
C 2.3971 0.6248 -1.1524
C 1.8389 -0.4422 -1.8662
C 1.8766 -0.4896 -3.2532
C 2.4876 0.5325 -3.9671
C 3.0703 1.5882 -3.2823
C 3.0225 1.6308 -1.8935
H 4.3489 -1.8708 2.2172
H 4.6391 -0.1348 2.1322
H 4.4596 -1.0786 0.6443
H 2.0563 -2.8189 1.9161
H 2.2331 -2.3138 0.2392
H 0.7860 -1.8530 1.1639
H 2.4405 -1.2966 3.8014
H 1.0574 -0.3450 3.2365
H 2.6031 0.4457 3.5625
H 4.9968 1.7628 0.5871
H 6.1195 3.7671 1.4395
H 4.8361 5.4881 2.6659
H 2.4085 5.1805 3.0410
H 1.2730 3.1748 2.1997
H 1.3726 -1.2614 -1.3320
H 1.4365 -1.3295 -3.7787
H 2.5214 0.4984 -5.0487
H 3.5691 2.3791 -3.8291
H 3.4752 2.4713 -1.3797
*
```

=====

No. 2
ORCA calculation (the ωB97M-V functional and the def2-TZVPD basis) on a structure of composition C41H48BN11PS3W in a non-equilibrium geometry.

Properties
Energy relative to the best compared isomer or geometry (same formula, charge and spin) ... 0.00 kJ/mol
Max |F| ... 2.002 eV Å⁻¹

```
! RIJCOSX wB97M-V def2-TZVPD def2/J DEFGRID3
* xyz 1 3
W 0.5177 -0.2952 -0.1892
C 4.2311 0.2167 0.0729
C 3.5945 -0.1057 -1.2336
C 4.2705 -0.2769 -2.4303
C 3.3058 -0.5003 -3.3959
C 3.4747 -0.7102 -4.8657
N 2.1123 -0.4692 -2.7989
N 2.2681 -0.2383 -1.4553
B 0.7293 -0.3185 -3.4535
N 0.2067 1.0613 -3.0173
N 0.1270 1.3613 -1.6798
C -0.3815 2.6129 -1.5932
C -0.6437 3.3660 -0.3304
C -0.6154 3.0921 -2.8748
C -0.2386 2.0897 -3.7466
C -0.2834 2.0715 -5.2412
N -0.1928 -1.4408 -2.9568
N -0.2815 -1.7801 -1.6289
C -1.1577 -2.7969 -1.5548
C -1.5551 -3.5024 -0.3076
C -1.6164 -3.1082 -2.8252
C -0.9898 -2.2290 -3.6872
C -1.1283 -2.1076 -5.1708
H 5.2269 0.6159 -0.1122
H 4.3370 -0.6651 0.6943
H 3.6721 0.9570 0.6398
H 5.3389 -0.2314 -2.5773
H 4.5350 -0.7763 -5.1013
H 3.0485 0.1175 -5.4347
H 2.9872 -1.6277 -5.1967
H 0.8242 -0.3791 -4.6436
H -1.0520 2.7525 0.4744
H -1.3698 4.1519 -0.5291
H 0.2702 3.8466 0.0283
H -1.0195 4.0592 -3.1324
H -0.5028 3.0719 -5.6099
H -1.0624 1.3994 -5.6064
H 0.6651 1.7466 -5.6683
H -0.9478 -3.2227 0.5401
H -1.4402 -4.5766 -0.4491
H -2.6017 -3.3017 -0.0803
H -2.3224 -3.8821 -3.0847
H -1.8445 -2.8459 -5.5248
H -0.1787 -2.2766 -5.6801
H -1.4873 -1.1185 -5.4574
N -0.9898 -0.9882 1.6136
N -2.3929 -1.0504 1.5920
C -2.9823 -0.1977 0.7347
N -4.2378 0.1259 0.9674
S -2.1108 0.3790 -0.5937
H -0.6354 -1.8152 2.0785
H -0.7763 -0.1425 2.1779
H -2.8168 -1.1503 2.5049
H -4.6536 -0.0298 1.8748
H -4.6420 0.8607 0.4094
N 1.4878 2.1407 1.7099
C 1.1486 1.2808 1.0270
H 1.4023 2.7753 2.4925
S -3.6634 3.4400 1.5540
P -2.8922 2.8643 3.2669
S -1.1712 1.7738 3.1302
C -4.1396 1.9479 4.2405
C -4.0773 0.5734 4.4426
C -5.1057 -0.1054 5.0914
C -6.2098 0.5980 5.5552
C -6.2711 1.9745 5.3788
C -5.2447 2.6452 4.7266
C -2.5386 4.2633 4.3606
C -2.2346 4.0456 5.7059
C -1.8842 5.1112 6.5204
C -1.8255 6.3988 5.9938
C -2.1236 6.6176 4.6576
C -2.4809 5.5489 3.8391
H -3.1710 0.0664 4.1336
H -5.0404 -1.1742 5.2580
H -7.0123 0.0791 6.0661
H -7.1239 2.5286 5.7515
H -5.3082 3.7177 4.5814
H -2.2740 3.0420 6.1130
H -1.6556 4.9422 7.5658
H -1.5552 7.2318 6.6320
H -2.0849 7.6212 4.2504
H -2.7318 5.7037 2.7968
C 1.5892 -5.7247 0.0994
C 1.2568 -5.2750 1.3735
C 1.2574 -3.9193 1.6571
C 1.5810 -2.9898 0.6697
C 1.9402 -3.4413 -0.5903
C 1.9358 -4.8024 -0.8758
N 1.5421 -1.5671 0.9980
C 2.2342 -1.3250 2.2574
C 3.4662 -1.9425 2.4758
C 4.1435 -1.7699 3.6689
C 3.5958 -0.9888 4.6849
C 2.3613 -0.3969 4.4874
C 1.6813 -0.5734 3.2837
H 1.5972 -6.7842 -0.1229
H 1.0018 -5.9826 2.1523
H 1.0156 -3.5775 2.6583
H 2.2397 -2.7341 -1.3509
H 2.2195 -5.1377 -1.8664
H 3.8873 -2.5779 1.7053
H 5.1052 -2.2490 3.8080
H 4.1180 -0.8674 5.6252
H 1.8975 0.1937 5.2690
H 0.7107 -0.1051 3.1914
*
```

=====

No. 3
ORCA calculation (the ωB97M-V functional and the def2-TZVPD basis) on a structure of composition C41H48InN4O7SbSi3.

Properties
Energy relative to the best compared isomer or geometry (same formula, charge and spin) ... 151.29 kJ/mol
Max |F| ... 0.924 eV Å⁻¹

```
! RIJCOSX wB97M-V def2-TZVPD def2/J DEFGRID3
* xyz -2 1
In 0.2048 -0.3690 0.5058
O 0.2138 -0.6735 2.8140
C 0.2010 -1.7866 3.4788
C -0.4398 -1.8504 4.7484
C -0.5003 -3.0169 5.4798
C 0.0879 -4.1974 5.0013
C 0.7442 -4.1567 3.7874
C 0.8277 -2.9871 3.0225
C 1.6609 -2.9879 1.8331
N 1.7913 -1.9781 1.0724
N 2.7456 -2.0496 0.0785
C 2.9507 -0.8301 -0.3570
O 2.3794 0.2358 0.0959
C 3.9271 -0.6759 -1.4847
C 4.6680 -1.7527 -1.9670
C 5.5881 -1.5643 -2.9885
C 5.7731 -0.3005 -3.5426
C 5.0133 0.7679 -3.0842
C 4.0919 0.5787 -2.0610
H -0.9085 -0.9397 5.1082
H -1.0159 -3.0221 6.4330
H 0.0390 -5.1152 5.5759
H 1.2236 -5.0531 3.4044
H 2.2804 -3.8635 1.6348
H 4.5001 -2.7307 -1.5345
H 6.1571 -2.4077 -3.3646
H 6.4921 -0.1554 -4.3412
H 5.1266 1.7486 -3.5350
H 3.4690 1.3897 -1.7067
C -2.4678 0.3919 -2.4355
Sb -2.6651 1.8100 -0.8256
C -1.8760 0.4904 0.7626
C -2.0550 1.3676 2.0027
C -1.0076 1.8097 2.8256
C -1.2735 2.5208 3.9778
C -2.5848 2.8247 4.3160
C -3.5665 2.4252 3.4286
N -3.3181 1.7434 2.3112
Si -3.1808 -0.9281 0.9108
C -3.1118 -2.4619 -0.1617
C -3.1031 -1.5405 2.6809
C -4.9568 -0.3572 0.5696
C -1.3566 3.5416 -1.6274
C 0.0679 3.6659 -1.1084
C 0.9917 4.4560 -1.8106
C 2.2472 4.7053 -1.2870
C 2.5723 4.1908 -0.0476
C 1.6164 3.4257 0.5929
N 0.4050 3.1559 0.0925
Si -1.4929 3.4337 -3.5076
C -1.2090 5.0726 -4.4268
C -3.2918 3.0427 -3.9651
C -0.2651 2.2436 -4.2296
Si -2.2425 5.0189 -0.8674
C -2.2551 4.9177 0.9968
C -1.4192 6.6668 -1.2703
C -4.0172 5.1873 -1.4578
H -2.7545 -0.5873 -2.0488
H -1.4334 0.3440 -2.7724
H -3.1209 0.6558 -3.2673
H 0.0108 1.5605 2.5782
H -0.4549 2.8381 4.6139
H -2.8336 3.3543 5.2280
H -4.6130 2.6689 3.6131
H -2.0978 -2.8290 -0.3376
H -3.5940 -2.3125 -1.1332
H -3.6699 -3.2431 0.3727
H -2.2180 -2.1723 2.8223
H -3.9917 -2.1370 2.9246
H -3.0343 -0.7125 3.3960
H -5.0570 0.0679 -0.4371
H -5.2960 0.3946 1.2859
H -5.6114 -1.2393 0.6187
H 0.7094 4.8848 -2.7622
H 2.9589 5.3046 -1.8421
H 3.5431 4.3440 0.4030
H 1.8453 2.9925 1.5610
H -1.6865 5.9306 -3.9399
H -1.6420 4.9760 -5.4328
H -0.1431 5.3015 -4.5537
H -3.7707 3.9166 -4.4212
H -3.8944 2.7464 -3.1000
H -3.3309 2.2208 -4.6916
H 0.3023 1.7297 -3.4466
H 0.4647 2.7630 -4.8601
H -0.7448 1.4719 -4.8432
H -1.2794 4.5941 1.3794
H -2.9979 4.1875 1.3408
H -2.4976 5.8924 1.4368
H -0.3404 6.6395 -1.0702
H -1.8629 7.4452 -0.6365
H -1.5628 6.9605 -2.3150
H -4.5756 4.2615 -1.2836
H -4.0661 5.4256 -2.5294
H -4.5094 5.9972 -0.9018
O 0.4442 -2.9395 -5.3007
C 0.5528 -2.4988 -4.1863
C 1.0248 -1.1111 -3.8156
O 1.6355 -0.3404 -4.5284
C 0.5793 -0.9192 -2.4312
C 0.1668 -2.1527 -1.8817
O -0.2098 -2.2465 -0.6664
C 0.1861 -3.2046 -2.8992
O -0.0551 -4.3868 -2.7695
O 0.5285 0.1628 -1.7553
*
```

=====

No. 4
ORCA calculation (the ωB97M-V functional and the def2-TZVPD basis) on a structure of composition C41H49BCaO2P2 in a non-equilibrium geometry.

Properties
Energy relative to the best compared isomer or geometry (same formula, charge and spin) ... 560.17 kJ/mol
Max |F| ... 3.945 eV Å⁻¹

```
! RIJCOSX wB97M-V def2-TZVPD def2/J DEFGRID3
* xyz 0 1
Ca -1.7755 0.5513 0.3624
C 0.1311 -2.2086 4.8898
C 1.3309 -1.9544 4.3464
C 1.9943 -2.7027 3.2102
C 1.3054 -2.6702 1.8161
C 0.3471 -3.7931 1.6750
C -0.5614 -4.1942 2.5837
C -0.2919 -4.5821 4.0108
C -0.5338 -3.5485 5.1356
C -3.9663 -0.6497 0.5708
H -0.4607 -1.3378 5.2394
H 2.0133 -1.2087 4.8188
H 2.2264 -3.7386 3.5283
H 2.9387 -2.1623 3.0897
H 0.7535 -1.7451 1.6812
H 2.0792 -2.7178 1.0501
H 0.2949 -4.2606 0.6614
H -1.6356 -4.1275 2.3590
H 0.7485 -4.9112 4.0903
H -0.9368 -5.4362 4.2642
H -1.6135 -3.3237 5.2256
H -0.1382 -4.0119 6.0742
H -4.3357 -0.1501 1.5221
H -3.9899 -1.7035 0.8580
H -4.7924 -0.5432 -0.1513
P 2.2089 3.2776 -2.5219
P 0.8810 1.2979 -4.8323
C 3.0839 1.8249 -3.1785
C 2.6022 1.1254 -4.2382
C 3.5714 4.5238 -2.9147
C 4.9165 4.1641 -3.0959
C 5.8938 5.1232 -3.4028
C 5.5331 6.4660 -3.5683
C 4.1805 6.8318 -3.4529
C 3.2073 5.8737 -3.1345
C 2.3885 2.7926 -0.7600
C 1.6577 1.6847 -0.2922
C 1.7415 1.2961 1.0343
C 2.6132 1.9729 1.9015
C 3.3709 3.0537 1.4372
C 3.2274 3.4897 0.1143
C 1.4057 1.2509 -6.6436
C 2.2514 2.2659 -7.1515
C 2.6681 2.2238 -8.4874
C 2.2816 1.1615 -9.3217
C 1.4774 0.1376 -8.8026
C 1.0160 0.1972 -7.4814
C 0.3521 -0.4325 -4.5801
C -1.0267 -0.6962 -4.6879
C -1.4916 -2.0036 -4.5859
C -0.5924 -3.0539 -4.3695
C 0.7709 -2.7940 -4.2447
C 1.2342 -1.4835 -4.3148
H 4.0481 1.5602 -2.7183
H 3.2114 0.4035 -4.8137
H 5.2176 3.1206 -3.0111
H 6.9325 4.8025 -3.5233
H 6.3019 7.2063 -3.8172
H 3.8980 7.8745 -3.6285
H 2.1563 6.1706 -3.0597
H 1.0436 1.1025 -0.9894
H 1.1641 0.4280 1.3962
H 2.6945 1.6384 2.9383
H 4.0631 3.5592 2.1151
H 3.7898 4.3557 -0.2238
H 2.5887 3.0781 -6.4937
H 3.3034 3.0246 -8.8765
H 2.6213 1.1244 -10.3608
H 1.2039 -0.7193 -9.4184
H 0.3697 -0.5977 -7.0941
H -1.7342 0.1168 -4.8399
H -2.5547 -2.2278 -4.6936
H -0.9368 -4.0865 -4.3237
H 1.4947 -3.5951 -4.1023
H 2.2866 -1.2893 -4.1489
C -6.8440 -0.3226 5.2615
C -5.3231 -0.1907 5.3768
C -4.9932 0.3785 6.7367
O -4.8123 0.7288 4.3733
B -3.9531 -0.0075 3.6643
O -3.8406 -1.3307 3.8489
C -4.5253 -1.5339 5.1078
C -3.4001 -1.8338 6.0870
C -5.3963 -2.7530 4.9683
H -7.3437 0.6363 5.4550
H -7.1522 -1.0064 6.0713
H -7.2067 -0.7243 4.3024
H -5.4833 1.3504 6.8322
H -5.3905 -0.2713 7.5228
H -3.9149 0.4739 6.8909
H -3.7756 -2.0375 7.0926
H -2.9490 -2.7831 5.7843
H -2.6170 -1.0547 6.1175
H -6.1482 -2.6320 4.1809
H -4.7750 -3.6213 4.7450
H -5.8752 -2.9558 5.9318
*
```